1.
ORCA calculation (the ωB97M-V functional and the def2-TZVPD basis) on 4 unconnected molecules or ions with the total composition C54H41F20N2O3P at a distorted geometry.

The HOMO energy comes out at -8.7628 eV. As for the structure (SMILES): [H]/N=C\Cc1c(CCC(F)(F)C(F)(F)C(F)(F)C(F)(F)C(F)(F)C(F)(F)C(F)(F)C(F)(F)F)c(-c2ccccn2)cc2c1C(=O)c1ccc(P(C)O)c(CCC(F)=C(F)F)c1C2=O.c1ccccc1.c1ccccc1.c1ccccc1. The molecular weight comes out at 1176.9 g/mol. The calculation puts the LUMO energy at -0.0330 Ha. The orbital gap is 7.87 eV.

Structure (ORCA input):
```
! RIJCOSX wB97M-V def2-TZVPD def2/J DEFGRID3
* xyz 0 1
P -0.60 4.82 -4.21
F 6.42 -2.62 5.44
F 1.86 -4.50 -0.50
F 2.61 -6.45 0.04
F 4.46 -1.39 2.82
F 4.75 -1.29 5.58
F 6.80 -3.95 0.68
F 4.58 -4.69 -0.52
F 6.43 -0.70 4.39
F 3.95 -3.10 4.05
F 3.06 4.32 1.90
F -0.08 -6.01 0.31
F 2.17 5.90 0.67
F 7.14 -2.79 2.80
F 3.21 -5.25 2.61
F 5.17 -5.91 1.15
F 5.96 -4.51 3.36
F 5.27 -2.45 0.57
F 1.02 -6.78 2.00
F 0.57 3.10 1.96
F 2.90 -3.33 1.54
O 2.44 1.63 -0.51
O -1.68 4.61 -5.45
O 0.80 -1.79 -3.37
N 1.09 -2.02 3.83
N -2.21 -3.25 -3.41
C 0.21 -4.60 2.20
C -0.39 0.73 -4.18
C -1.90 -2.86 -2.25
C 2.74 1.59 -6.59
C 0.89 -0.13 -0.29
C 0.01 -1.26 5.85
C 1.46 1.08 -0.94
C 3.10 -0.78 -6.40
C 4.97 -2.39 3.54
C -0.25 -2.44 0.89
C 0.99 3.93 -1.58
C -6.70 4.48 -0.57
C -5.83 -0.01 4.66
C 3.45 1.60 -7.79
C -0.63 2.05 -4.53
C -4.78 0.49 3.91
C 2.03 4.69 1.18
C 0.79 -0.24 1.09
C -0.17 -2.32 -0.52
C 2.12 -5.30 0.54
C 0.74 1.51 -2.17
C 0.50 2.85 -2.51
C -0.84 -3.65 1.58
C -6.17 2.29 3.14
C -0.21 3.10 -3.70
C -7.06 0.64 4.65
C 0.40 -1.17 -1.09
C -0.90 -0.65 3.76
C -1.67 5.38 -2.81
C 0.14 3.93 -0.27
C 2.57 0.40 -5.89
C -5.87 3.63 -1.29
C -6.24 5.08 0.60
C -4.11 3.99 0.32
C -0.97 -0.58 5.14
C -4.95 4.83 1.04
C 5.71 -1.74 4.76
C 0.14 -1.36 3.17
C 4.64 -4.72 0.82
C -0.71 -3.38 -1.47
C 0.52 -0.94 -2.57
C 3.21 -4.63 1.42
C 0.95 3.94 0.98
C 3.80 -0.77 -7.59
C -7.22 1.79 3.90
C 5.91 -3.32 2.72
C 0.97 -1.96 5.16
C -4.57 3.39 -0.85
C 0.28 0.47 -2.98
C 0.22 -1.37 1.67
C -4.95 1.64 3.15
C 3.98 0.42 -8.29
C 0.80 -5.66 1.28
C 5.62 -3.57 1.21
H -6.23 3.16 -2.19
H -1.08 5.97 -2.11
H 3.58 2.52 -8.33
H -0.69 -0.11 -4.78
H -4.13 2.02 2.56
H 0.08 -3.68 -2.14
H 0.88 4.91 -2.05
H -0.54 4.79 -0.29
H -1.54 -4.19 0.95
H -2.09 4.52 -2.30
H -3.10 3.80 0.66
H -0.33 -5.17 2.96
H -3.92 2.73 -1.41
H -1.16 2.27 -5.44
H -8.18 2.31 3.89
H -1.41 -3.28 2.42
H 2.33 2.51 -6.20
H -7.71 4.66 -0.91
H -3.82 -0.02 3.91
H 1.17 0.57 1.71
H 0.02 -1.25 6.93
H -5.70 -0.91 5.25
H 2.03 0.39 -4.96
H 4.53 0.42 -9.22
H 2.95 -1.71 -5.86
H 1.72 -2.51 5.73
H 2.01 3.76 -1.29
H 0.96 -4.04 2.74
H -1.08 -4.22 -0.89
H -4.59 5.29 1.95
H -6.30 3.18 2.55
H -2.52 -2.14 -1.72
H -6.89 5.73 1.16
H -2.46 6.00 -3.22
H -0.49 3.05 -0.22
H -7.88 0.25 5.23
H -1.76 -0.03 5.62
H -1.63 -0.16 3.14
H -1.51 -3.92 -3.73
H -2.57 4.53 -5.08
H 4.21 -1.69 -7.99
*
```

---

2.
ORCA calculation (the ωB97M-V functional and the def2-TZVPD basis) on a molecular structure, C54H42AsBrCoF5N2PSSi.

As for the energy above the lowest of the compared OMol25 structures with the same formula, charge and spin: 0.0 kcal/mol. The HOMO energy (alpha / beta) comes out at -7.1920 / -7.2178 eV. Its expectation value of S² is 3.762. The molecular weight comes out at 1118.8 g/mol. The calculation puts the LUMO energy (alpha / beta) at 0.0054 / 0.0051 Ha. The orbital gap (alpha / beta) is 7.34 / 7.36 eV.

Structure (ORCA input):
```
! RIJCOSX wB97M-V def2-TZVPD def2/J DEFGRID3
* xyz 0 4
Br 0.26 3.60 -0.55
As 2.40 -2.08 1.04
Co -0.18 0.94 -0.19
S -4.38 0.47 1.31
P 0.47 1.54 2.23
Si 2.90 1.02 -1.57
F -0.49 7.42 2.77
F -0.23 6.36 0.32
F -0.33 5.84 4.97
F -1.30 1.22 -2.34
F 0.09 3.23 4.72
N 1.23 0.55 -1.56
N -1.05 -1.07 -0.28
C -0.21 5.31 3.76
C 6.99 -1.35 1.80
C 4.51 -3.50 -0.11
C -2.89 2.50 0.91
C 1.86 -3.76 4.90
C 0.06 4.19 1.24
C 4.02 2.36 4.13
C 6.10 -0.54 2.50
C 1.37 -0.84 -3.61
C -0.69 -0.73 3.10
C 3.05 0.50 5.30
C -2.57 -3.38 -0.33
C 4.73 -0.72 2.35
C 4.08 1.42 5.15
C -2.53 -0.99 4.61
C -3.05 -2.24 0.28
C 0.75 -4.05 2.38
C 0.71 0.05 -2.74
C 2.40 -4.34 -0.93
C 5.15 -2.52 0.79
C 2.94 2.38 3.27
C -4.13 2.15 1.36
C 3.19 2.34 -2.87
C -1.81 1.21 3.96
C 4.25 -1.71 1.51
C 0.25 -4.78 3.44
C 0.12 3.34 2.35
C -0.29 6.12 2.64
C 4.13 -0.38 -1.93
C 0.00 3.95 3.60
C 1.97 0.52 4.43
C -0.16 5.55 1.38
C -0.59 0.36 -3.14
C 6.51 -2.33 0.94
C -0.54 -1.01 -5.09
C 3.08 -5.23 -1.75
C -2.79 0.23 0.67
C -0.81 0.66 3.18
C 0.80 -4.63 4.71
C 0.76 -1.35 -4.75
C 5.19 -4.40 -0.93
C -1.23 -0.13 -4.26
C 2.38 -3.04 3.83
C 3.12 -3.48 -0.11
C 1.89 1.46 3.41
C -0.60 -2.16 -0.90
C 1.83 -3.18 2.56
C 3.37 1.66 0.12
C -2.67 0.38 4.67
C -1.34 -3.33 -0.97
C -1.54 -1.55 3.82
C 4.47 -5.26 -1.75
C -2.08 1.39 0.50
C -2.29 -1.07 0.24
H -3.16 -4.29 -0.34
H 5.02 -0.25 -1.32
H 4.44 -0.38 -2.98
H -1.43 -2.63 3.74
H 0.06 -1.17 2.45
H 0.30 -4.15 1.40
H 3.11 0.93 0.88
H -3.46 0.82 5.27
H 3.72 -1.36 -1.70
H 1.32 -2.03 -5.38
H 4.24 2.63 -2.92
H 3.22 -2.37 3.98
H -4.03 -2.23 0.75
H 4.45 1.82 0.18
H 2.91 3.12 2.48
H 1.32 -4.32 -0.94
H 2.61 3.24 -2.65
H -4.91 2.80 1.71
H 1.17 -0.20 4.58
H 6.47 0.23 3.16
H 6.27 -4.42 -0.95
H -1.95 2.28 4.01
H 7.22 -2.94 0.39
H -2.57 3.53 0.86
H 4.99 -5.95 -2.39
H -1.02 -1.41 -5.97
H 0.37 -2.09 -1.36
H 4.05 -0.06 2.88
H -3.21 -1.63 5.17
H 8.06 -1.21 1.92
H 3.08 -0.23 6.09
H -0.58 -5.45 3.29
H 2.89 1.98 -3.85
H 2.87 2.61 0.35
H 4.82 3.08 4.00
H -2.25 0.18 -4.46
H 2.52 -5.91 -2.39
H -0.96 -4.18 -1.52
H 4.93 1.40 5.83
H 2.30 -3.64 5.88
H 2.37 -1.15 -3.37
H 0.40 -5.19 5.54
*
```